# 1
One molecule with the formula C4H8N2O2S2 at a distorted geometry. Source: the OMol25 dataset; level of theory: the ωB97M-V functional and the def2-TZVPD basis.

XYZ file:
```
18
Properties=species:S:1:pos:R:3:forces:R:3:lowdin_charge:R:1
C 2.264 0.674 -0.615 -1.13 -0.50 0.55 -0.166
C 1.592 -0.657 -0.891 -1.44 0.88 -0.09 -0.532
S 1.148 -1.604 0.567 0.58 -0.73 0.22 0.868
N -0.205 -0.754 1.109 -1.09 0.23 1.66 -0.408
N -1.410 -1.178 0.499 1.56 -1.62 2.50 -0.064
C -2.063 -0.686 -0.502 -0.08 3.03 -1.73 -0.701
O -2.963 -1.211 -1.080 -0.30 0.06 -0.43 0.059
S -1.463 1.145 -0.929 -0.41 -1.04 0.70 0.932
C -1.560 1.766 0.756 -1.36 0.79 -1.22 -0.603
O -1.851 1.123 1.703 -0.04 -0.66 1.51 -0.028
H 2.681 1.078 -1.474 0.80 0.70 -1.86 0.051
H 1.660 1.438 -0.188 -1.33 0.43 0.07 0.049
H 3.006 0.636 0.113 1.74 -0.74 1.16 0.047
H 2.291 -1.323 -1.398 -0.34 -0.03 -0.37 0.066
H 0.599 -0.468 -1.450 1.84 -0.64 0.39 0.053
H -0.304 -0.757 2.196 0.12 0.11 -2.86 0.141
H -1.773 -2.081 0.746 0.13 -0.56 0.29 0.155
H -1.649 2.858 0.837 0.75 0.28 -0.49 0.082
```
Forces are in eV/Å.

Properties
Net charge: 0
SMILES: CCSNNC(=O)SC=O
LUMO energy in eV: 0.5
HOMO energy in hartree: -0.3312
Max |F| in eV/Å: 3.487
Kohn-Sham gap in eV: 9.49

# 2
A 2-piece molecular cluster, C4H8N2OS overall at a distorted geometry. Source: the OMol25 dataset; level of theory: the ωB97M-V functional and the def2-TZVPD basis.

XYZ file:
```
16
Properties=species:S:1:pos:R:3:forces:R:3:lowdin_charge:R:1
C 1.449 -0.471 -1.152 2.64 0.18 0.33 -0.164
C 0.134 0.310 -1.101 3.37 -0.55 3.64 -0.448
C -0.569 0.427 0.185 -3.11 -4.83 2.74 -0.691
C -2.165 0.324 0.197 2.96 -2.82 -4.89 -0.228
H 3.475 -0.023 1.439 0.73 0.29 -0.85 0.026
H 1.643 0.468 1.690 3.66 -2.14 -3.40 0.211
H 1.664 -1.288 -1.881 -0.84 1.44 -0.46 0.106
H -0.478 0.339 -1.889 -1.84 -0.33 -3.28 0.057
H -0.243 -0.429 1.055 -0.20 2.87 -2.11 0.178
H -2.410 0.641 1.093 -1.84 1.46 4.45 0.053
H -2.610 0.893 -0.586 -0.07 0.83 -0.45 0.106
H -2.571 -1.483 0.823 -0.28 0.66 -2.70 0.127
N 2.625 -0.189 0.938 -4.79 2.14 1.06 -0.075
N 2.597 -0.416 -0.465 -2.61 -0.62 2.43 -0.060
O -2.628 -1.041 -0.107 0.84 0.18 3.72 -0.102
S 0.090 1.937 -0.238 1.39 1.23 -0.21 0.904
```
Forces are in eV/Å.

Properties
Net charge: 0
LUMO energy in eV: 0.4
HOMO energy in hartree: -0.3022
Max |F| in eV/Å: 6.376
Kohn-Sham gap in eV: 8.63

# 3
One molecule with the formula C4H8N2OS at a distorted geometry. Source: the OMol25 dataset; level of theory: the ωB97M-V functional and the def2-TZVPD basis.

XYZ file:
```
16
Properties=species:S:1:pos:R:3:forces:R:3:lowdin_charge:R:1
C 1.857 -0.574 -0.233 0.22 0.57 -0.20 -0.301
N 1.694 0.686 -0.300 0.11 -0.88 0.13 0.035
C 0.493 1.296 0.249 -0.46 -1.12 0.84 -0.207
C -0.731 1.216 -0.679 0.10 0.92 0.01 -0.224
O -1.863 0.551 -0.154 -0.02 -0.20 0.12 -0.190
C -1.651 -0.720 0.396 0.54 -0.04 0.60 -0.499
S -0.549 -1.808 -0.543 0.14 0.16 0.24 0.926
N 0.954 -1.531 0.267 -0.26 -0.03 -0.05 -0.330
H 2.817 -0.989 -0.570 -0.20 0.16 0.08 0.113
H 0.217 0.826 1.241 0.33 0.43 -0.87 0.124
H 0.730 2.324 0.441 0.10 0.53 0.11 0.095
H -0.418 0.790 -1.627 -0.07 -0.20 -0.18 0.099
H -1.091 2.236 -0.874 0.03 -0.34 -0.02 0.124
H -1.231 -0.705 1.430 -0.16 0.15 -0.64 0.091
H -2.622 -1.187 0.454 -0.31 -0.23 -0.10 0.078
H 1.394 -2.413 0.500 -0.09 0.13 -0.08 0.065
```
Forces are in eV/Å.

Properties
Net charge: 0
SMILES: C1=N\CCOCSN/1
LUMO energy in eV: 0.7
HOMO energy in hartree: -0.3362
Max |F| in eV/Å: 1.470
Kohn-Sham gap in eV: 9.81

# 4
One molecule with the formula C4H8N2OS at a distorted geometry. Source: the OMol25 dataset; level of theory: the ωB97M-V functional and the def2-TZVPD basis.

XYZ file:
```
16
Properties=species:S:1:pos:R:3:forces:R:3:lowdin_charge:R:1
O -2.119 -2.194 -0.307 -2.14 1.15 -0.76 -0.091
N -0.776 -2.051 -0.307 -0.52 -1.69 0.91 -0.001
C -0.270 -0.936 -0.163 1.74 3.48 -0.49 -0.429
C 1.253 -0.802 0.149 -0.74 -1.96 -0.34 -0.116
C 1.540 0.578 -0.508 -0.32 2.20 2.26 -0.178
C 0.245 1.435 -0.167 -1.33 1.31 -1.23 -0.273
N -0.880 0.437 -0.403 0.24 -0.98 2.17 -0.413
S -2.263 0.748 0.715 3.46 -0.80 1.56 0.720
H -2.621 -1.304 -0.268 1.33 -1.56 0.00 0.036
H 1.813 -1.815 -0.263 -1.32 2.92 1.01 0.163
H 1.280 -0.843 1.344 0.46 0.53 -2.61 0.147
H 2.346 1.142 0.001 0.02 -0.58 -0.48 0.103
H 1.632 0.753 -1.588 0.26 -1.22 0.29 0.112
H 0.094 2.128 0.755 0.73 -2.15 -0.61 0.106
H 0.072 2.273 -0.925 0.49 -1.29 0.40 0.113
H -1.348 0.450 1.936 -2.33 0.66 -2.08 0.001
```
Forces are in eV/Å.

Properties
Net charge: 0
SMILES: O/N=C1/CCCN1S
LUMO energy in eV: 0.3
HOMO energy in hartree: -0.3349
Max |F| in eV/Å: 3.916
Kohn-Sham gap in eV: 9.37

# 5
One molecule with the formula C4H8N2OS at a distorted geometry. Source: the OMol25 dataset; level of theory: the ωB97M-V functional and the def2-TZVPD basis.

XYZ file:
```
16
Properties=species:S:1:pos:R:3:forces:R:3:lowdin_charge:R:1
C -2.531 -0.953 0.689 0.79 -0.35 0.79 -0.419
S -1.953 -0.342 -0.911 0.15 0.08 0.04 0.823
C -0.318 0.208 -0.519 0.20 0.09 0.06 -0.578
C 0.744 -0.789 -0.494 0.54 0.98 0.41 -0.170
N 1.960 -0.507 -0.185 -0.70 0.14 -0.21 -0.053
O 2.759 -1.646 -0.271 1.51 0.33 0.37 -0.080
C -0.098 1.537 -0.302 0.15 -0.61 0.04 -0.203
N 1.089 2.102 -0.002 -0.23 -1.78 -0.14 0.113
H -3.533 -1.347 0.532 -0.04 -0.01 0.07 0.020
H -2.545 -0.149 1.444 -0.13 -0.27 -0.39 0.038
H -1.869 -1.768 1.088 -0.62 0.64 -0.49 0.049
H 0.495 -1.799 -0.733 -0.21 -0.76 -0.24 0.106
H 3.661 -1.303 -0.035 -1.31 -0.55 -0.34 0.110
H -0.944 2.190 -0.355 -0.31 0.40 -0.05 0.104
H 1.898 1.496 0.023 0.04 0.10 0.03 0.066
H 1.184 3.068 0.031 0.15 1.57 0.06 0.075
```
Forces are in eV/Å.

Properties
Net charge: 0
SMILES: CSC(/C=N/O)=C/N
LUMO energy in eV: 0.9
HOMO energy in hartree: -0.2917
Max |F| in eV/Å: 1.799
Kohn-Sham gap in eV: 8.81

# 6
A 2-piece molecular cluster, C4H8N2S overall at a distorted geometry. Source: the OMol25 dataset; level of theory: the ωB97M-V functional and the def2-TZVPD basis.

XYZ file:
```
15
Properties=species:S:1:pos:R:3:forces:R:3:lowdin_charge:R:1
C -2.584 0.213 -0.587 -0.11 0.94 -0.51 -0.153
C -2.087 1.459 -0.699 0.40 -0.25 0.46 -0.375
C -2.199 -1.782 0.654 -0.07 -0.49 0.15 -0.008
C 2.787 0.573 0.240 0.09 0.05 -0.04 -0.062
N -1.891 -0.541 0.359 0.15 -0.05 0.17 -0.337
N -0.896 0.103 0.941 0.50 -0.32 0.58 -0.314
S -0.765 1.650 0.379 -0.52 0.10 -0.50 0.922
H -3.411 -0.225 -1.111 -0.08 -0.09 -0.05 0.119
H -2.407 2.259 -1.333 -0.24 0.09 -0.25 0.064
H 3.869 0.513 0.280 0.15 -0.04 -0.01 0.011
H -3.006 -2.257 0.138 -0.20 0.06 -0.19 0.052
H -1.627 -2.292 1.401 0.17 0.03 0.12 0.059
H 2.472 1.529 0.636 -0.08 0.18 0.09 -0.002
H 2.455 0.488 -0.788 -0.06 -0.03 -0.17 0.013
H 2.351 -0.224 0.827 -0.11 -0.16 0.12 0.011
```
Forces are in eV/Å.

Properties
Net charge: 0
LUMO energy (spin up / spin down) in eV: 0.8 / 0.8
HOMO energy (spin up / spin down) in hartree: -0.2542 / -0.2544
Max |F| in eV/Å: 1.070
Kohn-Sham gap (spin up / spin down) in eV: 7.73 / 7.73

# 7
One molecule with the formula C4H8N2S at a distorted geometry. Source: the OMol25 dataset; level of theory: the ωB97M-V functional and the def2-TZVPD basis.

XYZ file:
```
15
Properties=species:S:1:pos:R:3:forces:R:3:lowdin_charge:R:1
C -2.380 -0.723 -0.017 0.23 2.36 1.02 -0.100
C -1.138 0.218 0.027 -0.83 -0.16 -1.01 -0.300
N 0.056 -0.599 -0.159 -0.75 0.05 0.94 0.055
C 1.149 0.027 -0.040 1.20 -0.08 -0.65 -0.537
N 1.317 1.372 0.025 1.94 -0.03 0.58 0.131
C 2.397 -0.831 0.010 -1.54 -1.51 0.49 -0.613
S 3.920 -0.367 -0.021 0.29 0.28 -0.07 0.721
H -3.280 -0.079 0.156 0.51 -0.72 -0.16 0.077
H -2.250 -1.392 0.830 -0.26 -0.38 -0.22 0.064
H -2.455 -1.211 -0.961 -0.04 -0.56 -0.53 0.051
H -1.139 0.734 1.011 0.28 -0.18 -0.42 0.117
H -1.198 1.028 -0.768 -0.10 -0.79 0.69 0.118
H 2.274 1.715 -0.029 -0.33 -0.31 0.09 0.062
H 0.644 2.032 -0.241 -1.13 0.44 -0.31 0.069
H 2.085 -1.924 0.177 0.54 1.60 -0.46 0.084
```
Forces are in eV/Å.

Properties
Net charge: 0
SMILES: CC/N=C(\N)C=S
LUMO energy in eV: -0.7
HOMO energy in hartree: -0.3354
Max |F| in eV/Å: 2.579
Kohn-Sham gap in eV: 8.43

# 8
A 2-piece molecular cluster, C4H8N2S overall at a distorted geometry. Source: the OMol25 dataset; level of theory: the ωB97M-V functional and the def2-TZVPD basis.

XYZ file:
```
15
Properties=species:S:1:pos:R:3:forces:R:3:lowdin_charge:R:1
C -0.766 -2.108 -1.912 0.08 0.58 -0.70 -0.073
C -2.041 -2.680 -1.628 -3.70 -2.21 3.61 -0.164
C 0.920 1.840 1.276 0.38 2.95 0.15 -0.204
C 1.947 1.723 0.095 -2.84 -0.52 0.78 -0.686
N -0.336 -1.021 -1.474 -0.69 -1.35 -1.96 -0.123
N 0.438 -0.204 -1.227 2.20 2.58 2.27 0.070
S 1.087 2.253 -1.374 -0.31 -1.89 -0.89 0.655
H -2.601 -2.341 -0.624 1.61 -0.42 -1.53 0.109
H -2.081 -3.848 -1.522 0.47 2.17 -0.63 0.101
H -2.885 -2.417 -2.283 0.78 -0.03 -0.68 0.073
H 1.365 2.009 2.299 -0.28 -0.05 -1.11 0.074
H 0.055 2.633 1.068 2.09 -1.71 0.47 0.091
H 0.535 0.887 1.253 -1.63 -2.04 0.44 -0.005
H 2.341 0.689 0.084 -0.21 0.40 -0.52 0.069
H 2.741 2.375 0.145 2.05 1.55 0.31 0.012
```
Forces are in eV/Å.

Properties
Net charge: 0
LUMO energy (spin up / spin down) in eV: -2.5 / -2.5
HOMO energy (spin up / spin down) in hartree: -0.2978 / -0.2986
Max |F| in eV/Å: 5.621
Kohn-Sham gap (spin up / spin down) in eV: 5.58 / 5.59

# 9
One molecule with the formula C4H8N2S at a distorted geometry. Source: the OMol25 dataset; level of theory: the ωB97M-V functional and the def2-TZVPD basis.

XYZ file:
```
15
Properties=species:S:1:pos:R:3:forces:R:3:lowdin_charge:R:1
C 1.388 0.394 1.650 0.41 1.22 0.34 -0.130
N 1.478 -0.449 0.433 2.11 -0.49 0.80 -0.125
C 0.567 -0.671 -0.606 3.06 -0.18 -1.43 -0.880
S 1.143 -1.772 -1.709 -0.66 -0.52 -0.47 0.576
N -0.434 0.213 -0.946 -0.09 0.88 3.04 -0.109
C -1.639 0.291 -0.063 0.61 3.81 -3.58 -0.050
C -1.693 0.080 -1.604 1.22 -5.14 3.10 -0.092
H 1.120 1.445 1.490 -0.50 -0.13 -0.87 0.060
H 2.447 0.621 1.991 -1.25 -1.14 0.08 0.090
H 0.663 0.114 2.484 1.24 -0.47 -1.04 0.090
H 2.552 -0.938 0.304 -4.84 1.55 0.15 0.197
H -1.827 1.356 0.240 -0.06 -1.45 0.12 0.117
H -1.889 -0.507 0.531 -0.37 -1.69 1.38 0.074
H -2.003 0.792 -2.239 -0.69 2.76 -2.01 0.063
H -1.872 -0.968 -1.956 -0.18 0.98 0.38 0.118
```
Forces are in eV/Å.

Properties
Net charge: 0
SMILES: CNC(=S)N1CC1
LUMO energy in eV: 0.6
HOMO energy in hartree: -0.2953
Max |F| in eV/Å: 6.124
Kohn-Sham gap in eV: 8.61

# 10
One molecule with the formula C4H8N2S at a distorted geometry. Source: the OMol25 dataset; level of theory: the ωB97M-V functional and the def2-TZVPD basis.

XYZ file:
```
15
Properties=species:S:1:pos:R:3:forces:R:3:lowdin_charge:R:1
N 1.076 -1.885 -0.808 3.01 -0.52 0.11 -0.018
C 0.777 -0.671 0.033 1.65 -4.18 4.25 -0.399
C -0.660 -0.541 0.572 -0.29 -0.14 -3.79 -0.089
N -0.627 0.888 0.198 -0.20 -1.85 -0.39 -0.175
C -1.619 1.741 0.155 -0.25 2.37 0.26 -0.679
S -1.469 3.313 -0.481 -0.30 -1.64 0.48 0.477
C 0.714 0.709 -0.402 0.50 4.10 0.25 -0.121
H 0.613 -2.735 -0.389 0.87 1.37 -0.45 0.066
H 2.265 -2.170 -0.920 -4.85 1.40 0.79 0.178
H 1.300 -0.735 1.110 0.06 0.19 -2.56 0.165
H -0.653 -0.553 1.600 -1.01 -1.25 2.25 0.092
H -1.286 -1.162 -0.139 -0.22 0.59 1.56 0.150
H -2.545 1.439 0.742 1.12 0.07 -0.95 0.094
H 1.415 1.378 0.164 -0.31 -0.45 -0.92 0.141
H 0.701 0.983 -1.434 0.22 -0.06 -0.89 0.117
```
Forces are in eV/Å.

Properties
Net charge: 0
SMILES: NC1CN(C=S)C1
LUMO energy in eV: 0.5
HOMO energy in hartree: -0.2965
Max |F| in eV/Å: 6.189
Kohn-Sham gap in eV: 8.54

# 11
One molecule with the formula C4H8N2S at a distorted geometry. Source: the OMol25 dataset; level of theory: the ωB97M-V functional and the def2-TZVPD basis.

XYZ file:
```
15
Properties=species:S:1:pos:R:3:forces:R:3:lowdin_charge:R:1
N 1.223 -0.187 -1.498 2.30 -1.39 0.37 -0.060
C 0.939 -0.991 -0.197 0.17 2.90 0.49 -0.260
C -0.645 -1.256 -0.138 1.15 3.81 1.51 -0.047
C -1.439 -0.291 0.539 1.87 -2.20 -2.88 -0.097
C -0.965 0.702 1.595 -1.45 -3.06 -1.40 -0.336
N -0.307 1.744 1.614 0.91 2.59 -1.30 -0.375
S 0.115 2.645 0.193 -1.83 -1.77 -1.62 0.608
H 1.452 -0.813 -2.298 -0.56 0.22 0.70 0.053
H 2.192 0.240 -1.324 -1.92 -0.49 -0.30 0.080
H 1.691 -1.720 0.152 -0.77 -0.87 -1.10 0.087
H 1.351 -0.164 0.487 -1.78 -0.95 -0.10 0.087
H -0.967 -1.976 -0.909 -0.41 0.47 0.77 0.090
H -2.508 -0.276 0.287 0.29 -0.16 0.52 0.090
H -1.363 0.331 2.501 0.07 -0.13 1.62 0.089
H -0.769 2.013 -1.004 1.99 1.03 2.72 -0.009
```
Forces are in eV/Å.

Properties
Net charge: 0
SMILES: NC/C=C\C=N/S
LUMO energy in eV: 0.7
HOMO energy in hartree: -0.3210
Max |F| in eV/Å: 4.259
Kohn-Sham gap in eV: 9.40

# 12
A 2-piece molecular cluster, C4H8N2S overall at a distorted geometry. Source: the OMol25 dataset; level of theory: the ωB97M-V functional and the def2-TZVPD basis.

XYZ file:
```
15
Properties=species:S:1:pos:R:3:forces:R:3:lowdin_charge:R:1
C 1.716 -1.927 0.644 2.09 -0.68 5.27 -0.166
C -0.826 0.774 0.382 -0.60 -0.27 -0.10 -0.865
C 0.119 1.863 0.130 4.00 -1.41 1.38 -0.178
C -1.849 0.429 -0.677 -1.25 -1.79 3.50 -0.123
N 1.366 -2.197 -0.520 -0.77 0.45 -2.86 -0.247
N 1.009 -2.250 -1.596 0.02 -0.46 0.07 0.187
S -0.549 -0.172 1.736 -0.53 -0.21 0.64 0.796
H 2.799 -1.639 0.901 -1.90 -0.40 -0.88 0.098
H 1.105 -2.369 1.511 1.00 0.80 -1.76 0.060
H 0.749 2.172 1.043 -1.56 0.03 -0.93 0.092
H -0.392 2.621 -0.344 -0.78 2.17 -0.85 0.040
H 1.018 1.569 -0.509 -1.12 0.03 0.01 0.096
H -1.884 1.263 -1.264 -0.51 2.18 -1.85 0.022
H -2.936 0.255 -0.172 2.52 0.01 -1.48 0.130
H -1.443 -0.391 -1.264 -0.62 -0.47 -0.17 0.058
```
Forces are in eV/Å.

Properties
Net charge: 0
Multiplicity: 3
LUMO energy (spin up / spin down) in eV: 0.8 / -2.1
HOMO energy (spin up / spin down) in hartree: -0.2344 / -0.3073
Max |F| in eV/Å: 5.709
Kohn-Sham gap (spin up / spin down) in eV: 7.18 / 6.26
<S²>: 2.0060

Quick rundown of ΔE to the lowest compared entry with this formula, charge and spin, same order as above: 306.48; 611.60; 167.16; 436.54; 197.18; 342.81; 140.29; 721.76; 351.56; 348.14; 439.90; 263.13 kJ/mol